{
  "formula": "C15H17ClEuN3O7S",
  "method": "ωB97M-V/def2-TZVPD",
  "multiplicity": 8,
  "energy_ha": -2841.69184,
  "s_squared": 15.76,
  "charge": -1,
  "e_above_lowest_kcal_mol": 2.49,
  "symbols": ["Eu", "O", "S", "O", "O", "O", "O", "C", "O", "C", "C", "C", "C", "C", "N", "H", "H", "H", "H", "C", "N", "C", "C", "C", "O", "H", "H", "H", "H", "H", "H", "H", "H", "H", "Cl", "C", "C", "C", "C", "N", "C", "H", "H", "H", "H"],
  "xyz": [[0.292591, 0.065556, 0.191083], [0.351007, 2.501726, 3.359198], [0.260436, 1.662369, 2.206843], [-1.150784, 1.485298, 1.724733], [1.039552, 2.171471, 1.026946], [0.770325, 0.260941, 2.456165], [0.965677, -2.572630, -3.149652], [0.623207, -1.750380, -2.310100], [0.568456, -1.879988, -1.041930], [0.127383, -0.389162, -2.862902], [-0.681788, -0.383665, -4.001255], [-1.204940, 0.812796, -4.447150], [-0.884629, 1.979832, -3.766471], [-0.047000, 1.891958, -2.667253], [0.450047, 0.737022, -2.222013], [-0.880778, -1.321316, -4.498639], [-1.857002, 0.841406, -5.310683], [-1.276661, 2.937853, -4.077885], [0.240321, 2.775503, -2.105086], [-3.524978, -0.430268, 2.702726], [-2.936575, -0.905035, 1.458663], [-1.876773, -1.883998, 1.643208], [-2.892140, -0.112749, 0.377160], [-3.872858, 1.022495, 0.286664], [-2.070136, -0.299923, -0.539488], [-3.602688, -1.258308, 3.404860], [-4.526524, -0.045548, 2.525121], [-2.897560, 0.353538, 3.137030], [-2.265260, -2.706333, 2.243363], [-1.020464, -1.436844, 2.183502], [-1.549284, -2.273576, 0.677798], [-4.879703, 0.733026, 0.577572], [-3.873739, 1.394095, -0.734896], [-3.510726, 1.809821, 0.950241], [4.925317, -3.187775, 2.015517], [4.504419, -1.659609, 1.364158], [5.380083, -0.587137, 1.467184], [4.979452, 0.623338, 0.932069], [3.733085, 0.715139, 0.327083], [2.906819, -0.323642, 0.217962], [3.275451, -1.495713, 0.735426], [6.334913, -0.703896, 1.958714], [5.615934, 1.493768, 1.001281], [3.359583, 1.659463, -0.049754], [2.578934, -2.320917, 0.632886]],
  "forces_ev_per_angstrom": [[-0.4, -1.2, -1.4], [0.1, 0.6, 0.8], [-0.1, 0.6, 0.9], [0.0, 0.1, 0.1], [0.2, 0.5, 0.4], [0.1, 0.4, 0.8], [0.1, -0.2, -0.2], [-0.2, 0.2, 0.3], [0.3, -0.6, -1.0], [-0.1, -0.3, -0.3], [0.2, 0.0, 0.1], [0.0, 0.0, 0.1], [0.1, 0.0, 0.1], [0.0, 0.2, -0.2], [-0.1, -0.1, -0.4], [0.0, 0.0, 0.0], [0.0, 0.0, 0.0], [0.0, 0.0, 0.0], [0.0, 0.0, 0.0], [-0.1, 0.2, 0.0], [0.1, -0.3, 0.5], [0.3, 0.0, 0.0], [0.4, 0.2, -0.9], [0.1, 0.1, 0.0], [-0.8, 0.0, 0.4], [0.0, -0.1, -0.1], [0.0, 0.0, 0.1], [0.0, 0.0, 0.0], [0.0, 0.0, 0.0], [-0.3, -0.1, -0.1], [0.0, 0.1, 0.1], [-0.1, 0.0, 0.0], [0.0, 0.0, 0.0], [0.0, 0.0, 0.0], [0.2, -0.5, 0.2], [-0.2, 0.6, -0.2], [-0.3, -0.2, -0.1], [-0.1, 0.0, 0.0], [0.0, 0.0, 0.1], [0.4, -0.1, 0.3], [0.3, 0.2, -0.1], [0.0, 0.0, 0.0], [0.0, 0.0, 0.0], [0.0, 0.0, 0.0], [0.0, 0.0, 0.0]],
  "lowdin_spin": [6.999, 0.001, 0.004, -0.003, -0.003, -0.007, 0.002, 0.002, -0.009, 0.003, 0.001, 0.004, 0.001, 0.004, -0.004, 0.000, 0.000, 0.000, 0.001, 0.000, 0.001, 0.001, 0.000, 0.000, -0.004, 0.000, 0.000, 0.000, 0.000, 0.000, 0.000, 0.000, 0.000, 0.000, 0.000, 0.000, 0.002, 0.000, 0.002, -0.003, 0.003, 0.000, 0.000, 0.000, 0.001]
}

=====

{
  "formula": "C15H17ClN4O2S",
  "method": "ωB97M-V/def2-TZVPD",
  "energy_ha": -1809.13299,
  "e_above_lowest_kcal_mol": 369.88,
  "symbols": ["C", "H", "H", "H", "C", "C", "N", "N", "C", "N", "C", "O", "C", "H", "H", "C", "C", "O", "N", "H", "C", "C", "C", "C", "C", "C", "C", "Cl", "H", "H", "H", "H", "H", "H", "H", "H", "H", "S", "H", "H"],
  "xyz": [[4.719174, 1.089595, -0.743362], [5.592959, 1.466188, -0.119018], [4.038200, 2.119795, -0.896859], [5.030902, 0.751606, -1.719797], [4.002673, 0.363360, -0.020437], [2.726324, -0.232779, -0.765551], [1.605242, -0.018617, -0.400301], [0.438119, -0.169989, -1.265563], [0.868297, -0.872109, -2.308468], [0.183043, -1.455929, -3.173452], [-1.399346, -1.465093, -3.556439], [-1.725873, -1.922739, -4.603618], [-1.893546, -0.428639, -2.538145], [-3.066854, -0.368071, -3.015407], [-1.518103, 0.454065, -2.329963], [-2.292903, -1.523622, -1.289566], [-2.728817, -0.507907, -0.078626], [-3.934713, -0.696215, 0.312252], [-2.127309, 0.485217, 0.328579], [-1.073534, 0.246123, -0.090515], [-2.236948, 1.361914, 1.316066], [-1.378922, 0.713548, 2.467623], [-1.848252, -0.100220, 3.472761], [-0.925731, -0.619280, 4.494308], [0.156550, 0.290477, 4.499479], [0.762796, 1.063167, 3.749628], [0.136868, 1.470173, 2.677466], [0.378726, 2.594941, 1.515373], [1.857104, 1.330760, 3.716892], [1.059198, -0.253311, 5.463541], [-1.377473, -1.128348, 5.198256], [-2.730119, -0.324968, 3.308728], [-2.099164, 2.311440, 1.118998], [-3.158291, 1.205935, 1.657213], [-1.378629, -1.880159, -0.931058], [-3.299808, -2.216389, -1.460813], [0.612077, -1.869397, -3.933918], [2.678137, -1.361611, -2.158099], [3.520087, 0.604619, 0.919584], [4.341761, -0.878199, 0.115082]],
  "forces_ev_per_angstrom": [[6.9, 12.0, -5.7], [-0.5, -0.3, -1.2], [1.9, -2.1, -0.1], [0.1, -0.2, -0.1], [-9.7, -15.2, 6.3], [3.8, -1.0, -1.7], [-6.8, 3.9, 2.0], [3.4, -1.4, 0.3], [3.7, 1.2, 5.3], [-5.5, -2.8, -4.5], [3.8, 4.3, 0.8], [0.1, -0.3, 1.8], [-9.7, -9.2, -2.8], [3.0, 0.8, 1.4], [2.5, 3.7, 0.8], [-2.3, 4.0, 0.7], [-9.5, -5.9, -1.8], [1.9, -0.4, -0.4], [10.5, 0.1, -6.4], [-2.3, 1.9, 1.3], [1.5, -4.3, 5.5], [4.0, 4.8, 1.2], [9.3, 1.6, 0.0], [0.2, 7.5, -5.9], [-0.4, -12.6, 12.0], [7.4, 6.4, -5.6], [-8.4, -3.1, -2.8], [1.6, 1.6, -1.2], [-1.1, -0.1, 1.2], [-2.6, 1.9, -2.5], [-1.1, -2.8, 3.9], [-8.7, -2.9, -0.8], [1.1, 4.6, -1.1], [-4.3, 0.1, 1.6], [1.3, -1.7, 0.1], [3.3, 1.9, 0.3], [1.4, -1.0, -1.6], [-0.9, 1.2, -1.0], [0.6, 0.7, 0.2], [0.5, 3.3, 0.5]],
  "mulliken_charge": [-1.007, 0.270, 0.237, 0.362, -0.064, 0.087, -0.413, -0.310, 0.400, -0.202, 0.467, -0.483, -0.952, 0.271, 0.758, -0.879, 0.906, -0.796, 0.243, 0.131, -2.047, 0.473, -0.635, -1.035, -0.185, -0.129, 0.532, -0.197, 0.240, 0.097, 0.500, 0.814, 0.686, 0.694, 0.504, 0.288, 0.208, -0.222, 0.157, 0.233]
}

=====

{
  "formula": "C15H17CrN6S",
  "method": "ωB97M-V/def2-TZVPD",
  "multiplicity": 5,
  "energy_ha": -2352.77785,
  "s_squared": 6.02,
  "charge": 1,
  "symbols": ["Cr", "C", "N", "C", "C", "C", "C", "C", "N", "C", "C", "C", "C", "C", "C", "H", "H", "H", "H", "H", "H", "H", "H", "H", "H", "H", "C", "C", "N", "N", "C", "S", "N", "N", "H", "H", "H", "H", "H", "H"],
  "xyz": [[0.350600, -0.049700, 0.006500], [3.131700, -0.269800, -0.945900], [2.232200, -0.187500, 0.184400], [2.707800, -0.047500, 1.395100], [1.730900, -0.022100, 2.398900], [1.723100, 0.075200, 3.796900], [0.393500, -0.047400, 4.184900], [-0.360400, -0.208800, 3.020500], [0.433800, -0.181900, 1.944000], [3.932800, 0.999900, -1.077200], [3.276800, 2.199600, -1.319300], [3.984200, 3.387700, -1.337300], [5.355100, 3.381100, -1.130600], [6.019000, 2.183000, -0.934900], [5.307400, 0.996400, -0.894400], [2.506000, -0.430300, -1.837100], [3.804400, -1.127600, -0.841700], [3.766700, 0.029700, 1.616600], [2.583000, 0.233300, 4.417600], [0.008400, -0.027400, 5.185300], [-1.424100, -0.354500, 2.931900], [2.207500, 2.182300, -1.497800], [3.476800, 4.324700, -1.514900], [5.905400, 4.309000, -1.140300], [7.089800, 2.172100, -0.804200], [5.819700, 0.063100, -0.719900], [-1.500100, 5.340500, 0.167500], [-2.098400, 3.997700, 0.049300], [-3.357000, 3.715300, 0.066100], [-3.457400, 2.382900, -0.083600], [-2.253400, 1.794000, -0.205900], [-1.974100, 0.169200, -0.453400], [-1.358500, 2.835400, -0.114600], [0.018400, 2.680900, -0.209200], [-2.310700, 6.054300, 0.279300], [-0.928800, 5.601600, -0.724200], [-0.838200, 5.413000, 1.030800], [-4.353000, 1.921400, -0.102200], [0.394600, 3.309900, -0.917300], [0.474100, 2.892600, 0.679600]],
  "forces_ev_per_angstrom": [[-1.7, 0.2, -0.5], [0.4, 0.1, -0.4], [1.9, -0.2, 0.2], [-0.5, -0.1, 0.1], [0.0, 0.1, 0.6], [0.0, 0.0, -0.4], [0.0, 0.0, 0.0], [0.0, 0.1, 0.1], [-0.1, -0.1, 0.4], [0.1, -0.2, -0.1], [0.1, 0.0, 0.0], [-0.1, 0.1, 0.0], [0.1, 0.0, -0.1], [0.1, 0.1, 0.1], [-0.2, 0.0, 0.0], [0.3, 0.0, 0.0], [-0.1, 0.0, -0.1], [0.1, 0.0, -0.1], [0.1, 0.0, 0.2], [-0.1, 0.0, 0.2], [-0.1, 0.0, 0.0], [0.0, 0.0, 0.0], [0.0, 0.1, 0.0], [0.1, 0.1, 0.0], [0.1, 0.0, 0.0], [0.1, -0.1, 0.0], [0.0, 0.2, 0.0], [0.0, -0.2, 0.0], [-0.3, 1.0, 0.1], [1.4, -0.5, -0.1], [-0.1, 0.7, 0.0], [-0.3, -0.8, -0.2], [-0.9, -0.4, 0.1], [0.2, -0.1, 0.1], [0.0, 0.1, 0.0], [0.0, 0.0, 0.0], [0.0, 0.0, 0.0], [0.0, 0.0, 0.0], [-0.2, -0.2, 0.0], [-0.2, 0.0, -0.1]],
  "lowdin_spin": [3.785, 0.005, -0.014, 0.036, 0.018, 0.030, 0.013, 0.036, 0.001, -0.001, 0.001, 0.000, 0.000, 0.000, 0.000, 0.002, -0.001, 0.000, 0.001, 0.000, 0.002, 0.001, 0.000, 0.000, 0.000, 0.000, 0.000, 0.001, 0.001, 0.004, 0.009, 0.031, 0.004, 0.031, 0.000, 0.000, 0.000, 0.000, 0.001, 0.001]
}